Computed, not measured: C46H55BrF2InN7PS2Si as an isolated structure, with ωB97M-V/def2-TZVPD.

Structure (XYZ):
```
116
Properties=species:S:1:pos:R:3:lowdin_charge:R:1
In -0.76 -0.72 -0.23 0.349
F -2.84 -4.34 3.41 0.061
C -2.02 -4.20 2.35 -0.267
C -1.91 -2.98 1.71 -0.091
C -1.10 -2.84 0.59 -0.192
C -0.40 -3.96 0.11 -0.150
C -0.47 -5.15 0.85 -0.219
F 0.31 -6.22 0.54 0.033
C -1.28 -5.30 1.95 0.052
C 0.36 -3.84 -1.16 -0.223
C 0.79 -4.94 -1.90 0.001
C 1.48 -4.74 -3.09 -0.062
C 1.70 -3.45 -3.54 -0.056
C 1.20 -2.41 -2.77 -0.151
N 0.58 -2.59 -1.61 0.048
H -2.47 -2.14 2.10 0.058
H -1.32 -6.23 2.49 0.125
H 0.58 -5.94 -1.58 0.105
H 1.83 -5.59 -3.66 0.104
H 2.25 -3.25 -4.45 0.103
H 1.31 -1.38 -3.09 0.087
C 6.05 -0.43 1.21 -0.077
N 4.87 0.38 0.93 -0.153
C 5.19 1.65 0.33 -0.060
C 3.64 -0.27 0.74 -0.367
N 2.78 -0.03 -0.19 0.172
C 3.17 0.37 -1.47 -0.229
C 4.22 -0.32 -2.05 -0.054
C 4.64 -0.09 -3.36 -0.094
C 4.00 0.85 -4.12 -0.065
C 2.92 1.59 -3.58 -0.172
C 2.33 2.58 -4.40 -0.064
C 1.30 3.34 -3.93 -0.094
C 0.83 3.13 -2.63 -0.054
C 1.36 2.17 -1.78 -0.239
N 0.79 2.07 -0.52 0.136
C 0.68 3.12 0.22 -0.389
N -0.33 3.27 1.12 -0.179
C -1.69 2.90 0.79 -0.088
C -0.12 3.85 2.43 -0.073
N 1.58 4.20 0.22 -0.148
C 1.04 5.55 0.17 -0.066
C 2.92 4.08 -0.30 -0.059
C 2.46 1.36 -2.25 -0.036
N 3.42 -1.22 1.71 -0.165
C 2.58 -2.37 1.43 -0.061
C 3.58 -0.91 3.12 -0.054
H 6.68 -0.49 0.31 0.085
H 5.75 -1.44 1.49 0.086
H 6.64 0.01 2.01 0.084
H 5.82 2.21 1.03 0.095
H 4.28 2.21 0.16 0.039
H 5.72 1.54 -0.62 0.094
H 4.71 -1.10 -1.47 0.113
H 5.46 -0.66 -3.78 0.099
H 4.31 1.05 -5.14 0.102
H 2.70 2.72 -5.41 0.103
H 0.83 4.10 -4.55 0.103
H 0.00 3.72 -2.26 0.120
H -2.25 3.77 0.45 0.085
H -2.18 2.49 1.67 0.055
H -1.71 2.15 0.01 0.033
H -0.70 4.77 2.56 0.085
H 0.94 4.06 2.58 0.089
H -0.44 3.12 3.18 0.071
H -0.03 5.54 0.34 0.084
H 1.22 5.99 -0.83 0.087
H 1.52 6.19 0.91 0.086
H 3.22 3.05 -0.23 0.041
H 3.59 4.70 0.31 0.099
H 3.00 4.40 -1.34 0.098
H 3.14 -3.29 1.66 0.091
H 2.32 -2.36 0.38 0.065
H 1.67 -2.37 2.02 0.060
H 4.47 -0.31 3.29 0.073
H 3.67 -1.85 3.67 0.088
H 2.71 -0.37 3.49 0.065
Br -0.16 0.08 2.17 0.175
C -0.80 0.20 -4.08 -0.214
Si -1.82 -0.55 -2.67 0.455
C -3.52 0.27 -2.87 -0.266
C -2.13 -2.39 -3.04 -0.211
H -1.29 -0.05 -5.03 0.032
H 0.22 -0.16 -4.13 -0.003
H -0.77 1.29 -3.99 0.012
H -3.81 0.25 -3.92 0.027
H -3.52 1.30 -2.52 0.016
H -4.27 -0.27 -2.29 -0.007
H -3.00 -2.51 -3.68 0.031
H -2.33 -2.92 -2.10 0.021
H -1.28 -2.88 -3.52 0.014
S -6.99 -0.33 0.58 0.135
P -5.34 0.61 1.09 0.005
S -3.59 -0.09 0.43 0.254
C -5.24 0.79 2.91 -0.388
C -4.05 0.56 3.60 -0.112
C -4.01 0.69 4.98 -0.087
C -5.16 1.05 5.68 -0.107
C -6.35 1.28 5.00 -0.097
C -6.39 1.15 3.62 -0.109
C -5.44 2.36 0.54 -0.365
C -4.87 3.39 1.28 -0.111
C -4.95 4.70 0.82 -0.108
C -5.57 4.98 -0.38 -0.109
C -6.13 3.95 -1.13 -0.093
C -6.06 2.65 -0.66 -0.114
H -3.17 0.27 3.05 0.031
H -3.08 0.50 5.50 0.099
H -5.13 1.14 6.76 0.092
H -7.24 1.56 5.54 0.094
H -7.31 1.30 3.07 0.086
H -4.37 3.17 2.22 0.101
H -4.52 5.50 1.41 0.097
H -5.64 6.00 -0.74 0.092
H -6.61 4.16 -2.07 0.096
H -6.52 1.83 -1.22 0.074
```

Its total charge is -1. The HOMO energy is -4.666 eV. The value obtained for the energy above the lowest of the compared OMol25 structures with the same formula, charge and spin is 18.3 kcal per mole.